Here is a cluster of 10 separate species, C24H42F6O30PS6 in total in a non-equilibrium geometry from OMol25. Energies are from wB97M-V/def2-TZVPD.

## Properties
Lowest unoccupied orbital energy, eV: 1.5705
Total energy, a.u.: -6526.61743
ΔE to the lowest compared entry with this formula, charge and spin, kJ/mol: 617.65
E_HOMO, eV: -8.3702
Charge: -1

Positions of all 109 atoms, in Å:
P1 -19.636 7.458 -17.968
F1 -18.022 7.220 -17.987
F2 -19.880 5.823 -17.845
F3 -19.704 7.660 -16.353
F4 -21.221 7.643 -18.287
F5 -19.423 9.073 -18.085
F6 -19.591 7.203 -19.583
O1 -25.668 8.014 -16.573
C1 -24.628 7.687 -16.003
O2 -24.258 6.460 -15.687
C2 -23.088 6.477 -14.901
C3 -22.772 7.938 -14.630
C4 -23.481 8.678 -15.602
H1 -22.187 6.080 -15.370
H2 -23.352 6.034 -13.941
H3 -21.688 8.051 -14.599
H4 -23.056 8.135 -13.596
H5 -23.011 8.825 -16.574
H6 -23.902 9.649 -15.344
O3 -21.417 3.824 -21.603
C5 -21.481 5.055 -21.990
O4 -20.599 5.607 -22.813
C6 -20.760 7.002 -22.964
C7 -21.850 7.381 -21.969
C8 -22.504 6.096 -21.624
H7 -20.898 7.149 -24.035
H8 -19.846 7.531 -22.693
H9 -22.574 8.096 -22.359
H10 -21.498 7.853 -21.052
H11 -23.305 5.878 -22.330
H12 -22.923 5.951 -20.628
O5 -17.188 10.758 -24.059
C9 -17.437 10.516 -22.909
O6 -18.698 10.413 -22.535
C10 -18.854 10.090 -21.134
C11 -17.454 10.235 -20.494
C12 -16.539 10.393 -21.681
H13 -19.174 9.059 -20.984
H14 -19.490 10.851 -20.682
H15 -17.194 9.247 -20.115
H16 -17.294 11.041 -19.778
H17 -15.780 9.611 -21.670
H18 -16.039 11.361 -21.658
C13 -17.394 5.409 -15.336
C14 -18.346 4.557 -14.547
O7 -17.612 3.854 -13.497
S1 -16.028 3.607 -14.042
O8 -15.904 2.502 -14.970
O9 -14.973 3.770 -13.005
O10 -16.124 4.994 -14.915
H19 -17.581 6.476 -15.220
H20 -17.298 5.169 -16.395
H21 -18.775 3.723 -15.102
H22 -19.062 5.170 -13.998
C15 -22.438 1.848 -16.153
C16 -22.183 3.357 -15.913
O11 -21.889 3.497 -14.569
S2 -21.419 2.086 -13.785
O12 -22.420 1.725 -12.773
O13 -20.048 2.217 -13.266
O14 -21.650 1.208 -15.167
H23 -22.272 1.580 -17.196
H24 -23.494 1.637 -15.988
H25 -23.000 3.963 -16.305
H26 -21.379 3.638 -16.593
C17 -14.729 8.756 -16.750
C18 -15.968 9.575 -16.204
O15 -15.850 9.336 -14.904
S3 -14.343 9.280 -14.243
O16 -14.348 8.533 -12.977
O17 -13.656 10.620 -14.282
O18 -13.949 8.350 -15.654
H27 -14.057 9.338 -17.380
H28 -14.886 7.847 -17.330
H29 -16.951 9.259 -16.552
H30 -15.804 10.630 -16.422
C19 -19.055 3.358 -19.121
C20 -19.512 2.108 -19.903
O19 -18.686 1.096 -19.528
S4 -18.050 1.310 -18.011
O20 -16.724 0.708 -17.827
O21 -19.131 1.123 -17.056
O22 -17.928 2.875 -18.500
H31 -19.816 3.624 -18.387
H32 -18.833 4.190 -19.789
H33 -19.633 2.149 -20.986
H34 -20.528 1.936 -19.548
C21 -17.147 6.044 -21.615
C22 -16.042 6.473 -22.534
O23 -15.765 5.347 -23.290
S5 -16.175 3.888 -22.578
O24 -15.057 3.165 -22.023
O25 -17.281 3.253 -23.332
O26 -16.821 4.693 -21.251
H35 -18.118 6.105 -22.106
H36 -17.281 6.723 -20.773
H37 -15.039 6.567 -22.117
H38 -16.281 7.381 -23.088
C23 -19.009 11.066 -12.740
C24 -19.272 9.673 -13.303
O27 -20.233 9.005 -12.495
S6 -20.879 9.939 -11.314
O28 -20.235 9.728 -9.999
O29 -22.319 9.943 -11.485
O30 -20.210 11.308 -11.942
H39 -18.826 11.819 -13.506
H40 -18.163 10.816 -12.099
H41 -18.455 8.952 -13.324
H42 -19.756 9.673 -14.280

Forces on the atoms, in the same order (eV/Å):
-0.5 -1.0 -1.6
-0.3 0.3 0.8
0.2 1.1 1.0
-0.2 -0.6 -0.7
-0.3 0.4 1.8
0.1 -0.5 -0.4
1.0 0.6 -0.9
2.0 -1.3 1.1
-1.6 3.0 -1.3
-0.6 -1.0 -0.6
0.8 0.5 1.2
2.5 -1.1 3.1
-3.0 1.0 -2.8
-0.6 -0.8 -0.3
0.4 -0.7 -0.3
0.0 0.2 -0.3
-0.4 0.5 -0.1
0.6 0.0 0.0
0.0 -0.2 0.2
-0.2 5.4 -1.9
0.2 -4.8 2.3
1.0 -1.4 0.1
0.2 0.7 0.2
-0.7 1.6 0.2
-0.7 -1.6 -0.2
-0.6 0.4 0.1
0.3 -0.3 -0.1
0.1 0.0 -0.3
0.6 -0.1 -0.2
-0.4 0.0 0.0
0.3 0.2 0.0
0.7 -0.2 0.3
0.5 -0.2 -0.6
-1.5 -0.5 0.9
0.8 0.9 0.7
0.2 -1.2 -0.5
0.6 1.0 -0.5
-0.5 0.3 -0.3
-0.5 -0.5 -0.2
-0.2 0.3 1.0
-0.5 -0.3 0.1
0.0 0.1 -0.7
0.4 -0.1 0.0
0.4 -0.7 -1.2
-0.7 -1.3 0.9
2.6 -0.4 -0.2
0.5 1.7 0.3
-0.6 1.2 1.4
-3.4 -0.3 -2.4
2.7 -0.4 1.6
0.5 0.0 0.3
-1.2 0.2 -0.2
-0.5 0.5 -0.3
-0.2 -0.3 -0.2
-1.3 1.6 0.4
0.2 -1.3 -2.5
0.6 -0.3 2.2
-0.8 0.7 0.9
1.6 0.6 -2.4
-2.8 -0.5 -2.2
1.3 -0.5 1.4
1.0 -0.4 0.4
-0.1 -0.2 0.4
-0.5 0.0 0.9
0.8 0.2 0.5
0.4 0.2 -1.4
1.7 -0.1 -3.2
-0.5 0.3 6.3
0.8 0.8 -1.4
-0.2 1.5 -3.6
-2.2 -4.0 -0.2
0.9 0.7 3.4
-0.3 0.5 -0.1
-0.8 -0.1 0.3
0.2 -0.2 -0.1
-0.2 0.2 -0.2
-1.3 -0.5 -1.1
-2.8 1.3 -0.1
2.0 -3.9 1.2
-0.2 1.0 -1.9
-3.5 1.6 -0.7
1.7 0.3 -1.0
3.1 0.1 3.3
0.1 0.2 -0.2
0.3 0.0 0.4
0.8 0.2 0.1
-0.3 -0.4 0.0
-0.4 0.4 0.2
1.0 0.3 1.3
-0.3 -3.8 -2.6
-2.7 1.4 1.2
-1.2 0.8 -1.6
3.3 1.5 1.5
0.2 -0.4 -0.9
0.0 -0.5 -0.4
0.4 -0.6 0.6
-0.3 1.2 1.2
-0.1 -0.4 -0.6
-0.4 -2.3 1.1
-0.8 -1.0 -1.6
-1.2 0.2 2.3
1.5 0.4 0.2
-1.8 0.1 -3.1
2.3 0.1 0.5
-0.2 0.1 0.0
-0.3 0.1 0.5
0.2 1.3 0.4
0.5 0.7 -0.1
0.3 0.3 -0.3

=====

Here is a cluster of 4 separate species, C24H42N5O15 in total in a non-equilibrium geometry from OMol25. Energies are from wB97M-V/def2-TZVPD.

## Properties
Lowest unoccupied orbital energy, eV: -3.3798
Total energy, a.u.: -2341.74147
ΔE to the lowest compared entry with this formula, charge and spin, kJ/mol: 0.00
E_HOMO, eV: -11.6616
Charge: +1

Positions of all 86 atoms, in Å:
C1 -3.521 4.293 -3.653
C2 -2.155 3.926 -4.314
O1 -1.310 4.758 -4.301
N1 -1.999 2.643 -4.946
C3 -2.587 1.523 -4.204
C4 -3.154 0.293 -4.978
O2 -2.629 1.471 -3.028
N2 -0.699 2.404 -5.384
C5 -0.513 2.423 -6.859
C6 -0.537 0.993 -7.461
O3 -1.246 0.722 -8.374
C7 0.271 2.179 -4.502
N3 0.242 2.170 -3.135
C8 1.438 1.855 -2.617
C9 1.725 1.719 -1.128
C10 3.096 0.979 -0.827
C11 3.689 1.567 0.515
C12 3.101 0.795 1.713
O4 2.853 1.370 2.720
O5 2.869 -0.569 1.650
N4 2.286 1.686 -3.663
N5 1.571 1.895 -4.776
O6 2.276 1.776 -5.939
H1 -3.869 5.189 -4.211
H2 -4.295 3.515 -3.789
H3 -3.305 4.533 -2.598
H4 -2.725 -0.642 -4.558
H5 -4.237 0.250 -4.730
H6 -2.985 0.373 -6.068
H7 0.440 2.952 -7.084
H8 -1.307 3.078 -7.272
H9 0.086 0.174 -7.022
H10 0.933 1.047 -0.725
H11 1.646 2.700 -0.625
H12 3.839 1.163 -1.631
H13 2.897 -0.109 -0.768
H14 4.796 1.536 0.463
H15 3.414 2.639 0.571
H16 1.947 -0.698 1.928
H17 3.274 1.452 -3.640
H18 2.560 2.688 -6.153
C13 2.249 0.591 5.679
C14 0.851 0.018 5.581
O7 0.776 -1.281 6.180
C15 0.711 -1.296 7.516
O8 0.696 -0.331 8.235
O9 0.685 -2.571 7.915
C16 0.707 -2.736 9.334
H19 2.980 -0.108 5.267
H20 2.317 1.533 5.137
H21 2.529 0.771 6.717
H22 0.583 -0.111 4.531
H23 0.111 0.688 6.023
H24 -0.080 -2.155 9.810
H25 1.684 -2.451 9.725
H26 0.540 -3.789 9.548
C17 -2.023 -0.206 11.477
C18 -3.426 -0.766 11.364
O10 -3.516 -2.068 11.957
C19 -3.592 -2.088 13.291
O11 -3.604 -1.127 14.016
O12 -3.630 -3.366 13.684
C20 -3.621 -3.538 15.102
H27 -1.297 -0.910 11.069
H28 -1.940 0.739 10.940
H29 -1.750 -0.034 12.519
H30 -3.687 -0.888 10.312
H31 -4.164 -0.092 11.803
H32 -4.408 -2.954 15.577
H33 -2.645 -3.262 15.504
H34 -3.798 -4.591 15.306
C21 1.626 -1.561 -8.877
C22 0.530 -1.319 -9.899
O13 1.047 -1.391 -11.230
C23 1.251 -2.629 -11.700
O14 1.029 -3.654 -11.109
O15 1.765 -2.527 -12.927
C24 2.119 -3.780 -13.517
H35 2.466 -0.883 -9.049
H36 1.250 -1.412 -7.863
H37 2.016 -2.577 -8.950
H38 0.133 -0.317 -9.777
H39 -0.301 -2.014 -9.768
H40 1.283 -4.478 -13.495
H41 2.983 -4.202 -13.003
H42 2.388 -3.590 -14.553

Forces on the atoms, in the same order (eV/Å):
0.3 -0.7 -1.2
-2.1 0.6 1.1
1.5 0.1 -0.6
-0.1 0.6 1.2
-0.6 -2.7 -1.3
0.4 0.8 -0.2
0.0 1.1 1.4
-0.4 -0.4 -1.1
0.6 0.5 0.2
0.1 0.3 0.6
-0.6 0.1 -0.6
2.4 -0.3 2.5
-1.0 0.0 0.1
-1.0 0.4 -1.3
0.4 -1.3 -0.5
-0.2 1.2 0.0
-0.3 -1.3 -1.3
0.5 0.2 0.4
-0.5 0.7 0.6
-0.1 0.8 -1.5
-0.1 0.0 2.7
0.3 0.0 -2.0
-0.3 0.5 -0.2
0.3 -0.4 0.6
0.4 0.4 0.4
-0.3 -0.2 -0.6
-0.1 0.7 -0.3
0.6 0.2 -0.4
-0.3 -0.2 0.6
-0.5 -0.5 0.0
0.3 -0.7 0.2
0.0 0.7 0.3
0.2 0.8 -0.3
0.0 -0.4 -0.5
-0.4 -0.1 0.4
0.4 0.6 0.0
-0.6 -0.3 0.4
0.1 -0.8 0.4
0.5 -0.2 0.4
-0.3 0.0 -0.5
0.1 -0.4 -0.1
0.2 0.0 0.4
0.2 0.5 -0.2
-0.2 -0.1 0.0
0.2 -0.1 0.0
-0.1 -0.1 -0.1
-0.1 0.1 -0.1
0.0 -0.2 0.4
-0.1 0.1 -0.1
0.0 -0.1 0.0
-0.1 0.0 0.0
-0.1 -0.3 0.1
0.1 -0.1 0.1
0.1 0.1 -0.1
-0.1 0.1 0.0
0.0 0.0 -0.3
0.1 0.0 0.3
0.2 0.5 -0.2
-0.2 -0.1 0.1
0.2 0.0 -0.1
-0.1 -0.1 -0.1
-0.1 0.1 -0.1
0.0 -0.2 0.3
-0.1 0.1 -0.1
0.0 -0.1 0.0
-0.1 0.1 0.0
0.0 -0.3 0.1
0.1 -0.1 0.2
0.1 0.1 -0.1
-0.1 0.1 0.0
0.0 0.0 -0.2
0.2 -0.2 -0.1
0.0 0.0 0.4
-0.1 0.0 -0.1
0.2 0.0 -0.1
0.0 0.1 0.0
-0.1 0.1 0.2
0.1 -0.3 -0.3
-0.1 0.1 0.0
0.0 -0.1 0.0
-0.1 0.0 0.0
0.1 0.0 -0.4
0.1 -0.1 -0.1
0.1 0.0 0.1
-0.1 -0.1 0.1
0.0 0.2 0.1

=====

Here is a structure of composition C24H43AlCl2F3N3O7SSi in a non-equilibrium geometry from OMol25. Energies are from wB97M-V/def2-TZVPD.

## Properties
Lowest unoccupied orbital energy, eV: -0.7001
Total energy, a.u.: -3781.58076
E_HOMO, eV: -8.3636

Positions of all 85 atoms, in Å:
C1 -1.522 -0.585 -3.910
C2 -1.076 -1.917 -3.402
H1 -1.265 -0.410 -4.951
H2 -1.097 0.214 -3.304
H3 -2.607 -0.492 -3.818
C3 -0.635 -2.928 -4.154
C4 -0.488 -2.967 -5.638
H4 -0.364 -3.849 -3.650
H5 -0.726 -2.022 -6.118
H6 -1.139 -3.729 -6.074
H7 0.531 -3.240 -5.925
Al1 0.000 0.000 0.000
Cl1 -0.290 1.878 -1.335
C5 -0.377 -2.406 1.700
O1 0.450 -1.540 1.368
N1 -0.091 -3.428 2.506
C6 1.247 -3.637 3.017
C7 -1.093 -4.422 2.828
H8 -1.409 -2.358 1.355
H9 1.862 -2.787 2.748
H10 1.676 -4.545 2.591
H11 1.223 -3.740 4.102
H12 -2.029 -4.168 2.343
H13 -1.250 -4.472 3.906
H14 -0.782 -5.402 2.468
H15 0.774 2.927 4.705
H16 -1.338 4.293 3.985
C8 1.100 3.022 3.669
C9 -0.905 4.303 2.984
N2 -0.043 3.158 2.790
H17 1.657 2.138 3.383
C10 -0.289 2.270 1.823
O2 0.418 1.269 1.618
H18 -1.711 4.284 2.257
H19 -1.164 2.479 1.211
H20 1.744 3.898 3.586
H21 -0.345 5.230 2.859
H22 1.429 -0.308 -3.744
H23 2.357 -2.640 -3.479
C11 2.242 0.080 -3.136
C12 3.190 -2.188 -2.941
N3 2.743 -0.981 -2.280
H24 1.857 0.887 -2.526
C13 2.584 -0.941 -0.964
O3 2.098 0.005 -0.321
H25 3.564 -2.900 -2.210
H26 2.953 -1.838 -0.448
H27 3.045 0.435 -3.782
H28 3.986 -1.959 -3.648
O4 -0.048 -1.267 -1.382
C14 -1.125 -2.007 -1.882
C15 0.075 -4.050 -1.001
C16 -1.114 -3.424 -1.356
H29 0.991 -3.482 -1.072
C17 0.084 -5.363 -0.553
H30 -2.071 -1.555 -1.566
C18 -2.302 -4.137 -1.226
H31 1.023 -5.839 -0.294
C19 -1.106 -6.070 -0.439
C20 -2.302 -5.447 -0.770
H32 -3.237 -3.655 -1.487
H33 -1.102 -7.095 -0.091
H34 -3.237 -5.985 -0.675
Si1 -0.429 6.679 -3.426
Cl2 -0.720 5.967 -5.382
C21 1.392 6.517 -3.045
C22 -1.467 5.620 -2.291
C23 -0.981 8.462 -3.398
H35 1.719 5.481 -3.111
H36 1.608 6.871 -2.036
H37 1.994 7.100 -3.739
H38 -0.403 9.066 -4.096
H39 -0.855 8.890 -2.403
H40 -2.031 8.555 -3.670
H41 -1.170 4.574 -2.346
H42 -2.522 5.679 -2.551
H43 -1.359 5.944 -1.256
F1 -2.283 0.746 4.459
C24 -1.834 -0.225 3.584
F2 -0.457 -0.189 3.573
F3 -2.248 -1.462 4.038
S1 -2.542 0.098 1.921
O5 -3.759 -0.834 1.820
O6 -3.303 1.432 1.895
O7 -1.861 -0.078 0.327

Forces on the atoms, in the same order (eV/Å):
-0.1 0.1 -0.1
0.1 -0.3 -0.1
0.0 0.0 -0.1
0.1 0.1 0.1
-0.1 0.0 0.0
-0.1 0.1 0.3
0.0 0.0 -0.3
0.0 -0.1 0.0
0.0 0.1 0.0
0.0 0.0 0.0
0.0 0.0 0.0
0.7 -0.4 -1.3
0.2 -0.2 0.4
0.4 -0.4 0.2
-0.1 0.6 -0.3
-0.1 0.4 -0.4
0.1 0.0 0.0
-0.1 -0.1 0.0
-0.2 -0.1 -0.1
0.1 0.1 0.0
0.0 0.0 0.0
-0.1 0.0 0.0
-0.1 0.1 0.0
0.0 0.0 0.0
0.1 0.0 0.0
-0.1 0.0 0.0
0.0 -0.1 0.0
0.1 0.0 0.0
-0.1 0.1 0.0
0.0 -0.5 -0.4
0.1 -0.1 0.0
0.0 0.9 0.2
0.0 -0.9 -0.7
-0.1 -0.1 0.0
0.0 0.1 -0.1
0.0 0.0 0.0
0.1 0.0 0.0
-0.1 -0.1 -0.1
-0.1 0.0 0.0
0.0 0.0 0.0
0.0 0.0 0.0
0.0 0.1 0.5
0.0 0.1 0.0
0.0 -0.2 -0.5
-1.0 0.1 0.3
0.0 0.0 0.1
0.0 0.0 0.0
0.1 0.0 0.0
0.0 0.0 0.0
0.3 0.8 1.1
0.2 0.3 0.1
-0.1 0.0 0.0
0.0 -0.2 0.1
0.1 0.1 0.0
0.0 0.0 0.0
-0.2 0.0 0.0
0.0 0.0 0.0
0.0 0.0 0.0
0.0 0.0 0.0
0.0 0.0 0.0
0.0 0.0 0.0
0.0 0.0 0.0
0.0 0.0 0.0
-0.1 -0.2 0.0
0.1 0.1 0.2
-0.1 0.0 -0.1
0.1 0.1 -0.2
0.1 -0.1 0.0
0.0 -0.1 0.0
0.0 0.0 0.1
0.0 0.1 -0.1
0.1 0.0 -0.1
0.0 0.0 0.1
-0.1 0.0 0.0
0.1 -0.1 0.0
-0.1 0.0 -0.1
0.0 0.0 0.1
0.8 -1.9 -1.7
1.6 -0.4 2.8
-2.2 -0.2 0.5
0.9 2.3 -0.8
-10.5 1.3 -7.6
4.6 0.3 1.3
4.5 -1.9 1.1
0.4 0.3 5.6

=====

Here is a structure of composition C24H43AlFP2 in a non-equilibrium geometry from OMol25. Energies are from wB97M-V/def2-TZVPD.

## Properties
Lowest unoccupied orbital energy, eV: -2.3215
Total energy, a.u.: -1965.16563
ΔE to the lowest compared entry with this formula, charge and spin, kJ/mol: 0.00
E_HOMO, eV: -10.0615
Charge: +1

Positions of all 71 atoms, in Å:
Al1 1.299 -1.855 -0.386
C1 3.606 -1.002 0.422
C2 2.991 -1.026 1.712
C3 2.916 -3.185 0.864
C4 3.539 -2.335 -0.133
C5 2.603 -2.367 1.998
C6 4.336 0.127 -0.200
H1 3.977 1.099 0.157
H2 4.254 0.108 -1.298
H3 5.409 0.058 0.037
C7 4.351 -2.821 -1.282
H4 4.550 -2.024 -2.007
H5 3.850 -3.644 -1.805
H6 5.324 -3.195 -0.930
C8 2.900 -4.670 0.837
H7 3.867 -5.064 1.183
H8 2.733 -5.049 -0.179
H9 2.123 -5.084 1.491
C9 2.023 -2.866 3.266
H10 2.817 -3.226 3.939
H11 1.339 -3.713 3.099
H12 1.470 -2.084 3.804
C10 2.811 0.129 2.622
H13 3.588 0.144 3.399
H14 1.838 0.090 3.136
H15 2.859 1.082 2.079
C11 -2.839 3.615 -2.530
C12 -2.049 4.411 -1.806
C13 -2.444 5.229 -0.608
C14 -3.673 4.743 0.182
C15 -3.600 3.324 0.680
C16 -3.942 2.206 0.033
C17 -4.538 2.100 -1.340
C18 -4.287 3.287 -2.288
H16 -2.636 6.273 -0.918
H17 -4.576 4.934 -0.408
H18 -1.583 5.293 0.077
H19 -4.863 4.152 -1.939
H20 -2.430 3.183 -3.452
H21 -1.031 4.601 -2.163
H22 -4.732 3.020 -3.263
H23 -4.174 1.176 -1.816
H24 -3.888 1.256 0.577
H25 -5.632 1.964 -1.255
H26 -3.762 5.395 1.068
H27 -3.274 3.235 1.724
P1 0.473 0.278 -1.057
P2 -0.791 -2.187 0.804
C19 -1.369 0.052 -0.908
C20 -1.808 -1.382 -0.519
H28 -1.791 0.323 -1.891
H29 -1.749 0.791 -0.180
H30 -2.852 -1.396 -0.167
H31 -1.737 -2.051 -1.392
C21 -1.252 -3.948 0.889
H32 -0.706 -4.431 1.717
H33 -0.956 -4.451 -0.045
H34 -2.335 -4.069 1.052
C22 -1.309 -1.397 2.357
H35 -2.408 -1.332 2.418
H36 -0.890 -0.381 2.428
H37 -0.936 -1.978 3.217
C23 0.871 0.249 -2.831
H38 1.966 0.255 -2.953
H39 0.455 1.120 -3.358
H40 0.504 -0.682 -3.285
C24 0.921 1.893 -0.369
H41 0.857 1.868 0.730
H42 0.267 2.700 -0.741
H43 1.965 2.127 -0.635
F1 1.189 -2.998 -1.660

Forces on the atoms, in the same order (eV/Å):
3.0 -1.6 1.3
-1.1 -0.9 0.3
-0.1 -0.8 -0.9
-0.3 1.3 0.4
-0.6 0.7 0.8
0.2 0.2 -1.5
0.2 0.4 -0.4
0.1 -0.1 -0.1
0.0 0.1 0.3
-0.2 0.1 -0.1
0.0 -0.2 -0.4
0.0 -0.2 0.1
0.1 0.2 0.0
-0.2 0.1 -0.1
0.0 -0.4 -0.2
-0.2 0.0 -0.1
0.0 0.0 0.2
0.1 0.0 -0.1
-0.3 -0.2 0.5
-0.3 0.1 -0.1
0.2 0.2 0.1
0.1 -0.2 0.0
-0.1 0.4 0.4
-0.2 0.1 -0.1
0.2 0.1 0.0
0.0 -0.1 0.2
0.3 0.0 -0.2
-0.1 0.2 -0.3
0.1 0.1 0.3
-0.2 0.6 0.3
0.0 -0.3 0.2
-0.2 0.3 0.3
-0.1 -0.1 -0.3
-0.6 -0.1 -0.4
0.1 -0.3 0.0
0.3 -0.1 0.4
-0.2 -0.1 -0.1
0.3 -0.3 -0.3
0.0 0.1 0.4
-0.3 -0.2 0.0
0.1 0.1 0.3
0.0 0.2 0.1
0.0 0.3 0.0
0.3 0.0 0.0
0.0 -0.2 -0.3
0.0 -0.1 -0.4
-0.4 -0.4 -0.5
0.1 0.0 -0.4
0.1 0.3 0.0
-0.2 -0.4 0.1
0.0 -0.1 0.5
0.2 -0.2 -0.3
0.2 0.1 -0.3
-0.1 0.2 0.2
-0.3 -0.1 0.0
-0.2 0.3 -0.3
-0.1 0.2 0.3
0.4 0.0 0.0
0.0 0.1 0.3
0.4 -0.1 -0.1
-0.1 -0.3 0.0
-0.1 0.2 -0.4
0.1 0.4 -0.3
-0.3 0.0 0.1
0.1 -0.3 0.1
0.0 0.2 0.2
0.2 0.3 0.3
0.0 -0.1 -0.4
0.1 -0.4 0.0
-0.4 -0.2 0.0
-0.8 0.9 0.3